No. 1
{"formula": "C35H27AsF6N3O4PSSe3Zr", "method": "ωB97M-V/def2-TZVPD", "species": ["C", "C", "C", "H", "H", "H", "H", "C", "C", "P", "H", "Zr", "H", "H", "N", "F", "H", "H", "H", "S", "C", "C", "F", "F", "H", "O", "H", "Se", "C", "F", "C", "C", "H", "C", "C", "O", "C", "C", "H", "C", "Se", "C", "C", "H", "C", "C", "Se", "C", "N", "H", "H", "H", "F", "C", "H", "H", "C", "C", "F", "H", "C", "H", "C", "C", "C", "N", "H", "C", "C", "H", "C", "C", "C", "C", "C", "H", "H", "O", "C", "O", "H", "As"], "positions_angstrom": [[0.093, 3.295, -0.236], [3.784, -0.093, -1.123], [2.720, 1.073, -5.534], [1.534, -2.205, -3.865], [6.348, -1.924, 0.140], [2.996, 1.824, 2.249], [-4.620, -5.051, 3.153], [3.278, -3.293, 3.271], [-3.007, 5.865, -1.118], [2.072, -0.278, -1.745], [-3.062, 6.649, 2.590], [-0.669, -0.528, -0.532], [4.312, -1.450, 2.919], [4.263, 0.625, 1.921], [-3.703, 7.236, 0.723], [-1.708, -2.256, -2.854], [-5.835, 0.599, 1.972], [-3.018, 5.688, -2.185], [2.963, 1.829, -3.550], [0.845, 4.249, 0.809], [-2.312, 5.030, -0.258], [6.474, 0.152, -0.397], [-1.795, -2.448, -0.492], [-2.758, -0.486, -1.445], [2.340, 0.080, -7.399], [2.285, -0.035, 1.928], [-1.826, 4.660, 1.813], [1.357, 1.787, -0.506], [2.330, -0.005, -6.319], [-4.272, -2.166, -0.677], [-2.535, 0.104, 1.361], [-4.877, 0.092, 1.917], [-6.812, -3.880, 3.208], [2.070, -3.967, 3.185], [-3.032, 6.411, 1.532], [-0.205, -0.095, -2.395], [5.786, 1.252, -0.889], [2.680, 0.973, -4.151], [6.288, 2.206, -0.998], [-3.578, -1.944, 2.269], [1.402, -2.242, -1.055], [-5.913, -3.333, 2.950], [3.368, -1.973, 2.853], [3.444, 0.647, 3.508], [4.482, -1.189, -0.614], [1.914, -1.184, -5.717], [-1.566, 3.483, -1.076], [-4.670, -3.993, 2.920], [-0.120, -1.352, 1.621], [-6.932, -1.480, 2.650], [0.018, -3.828, 2.570], [3.980, -2.138, -0.494], [-4.071, -1.840, -3.124], [2.266, -0.213, -3.545], [4.159, -3.792, 3.658], [3.924, 2.009, -1.599], [1.044, -2.002, 2.222], [-2.332, 5.295, 1.100], [-3.212, -3.916, -1.957], [-3.848, 1.801, 1.174], [2.253, -1.322, 2.335], [-4.237, 7.620, -1.229], [4.449, 1.135, -1.244], [-4.817, -1.288, 2.290], [-3.685, 6.949, -0.579], [-1.172, -1.775, 2.135], [1.600, -2.025, -6.325], [-5.980, -2.001, 2.642], [-3.793, 0.765, 1.483], [7.519, 0.242, -0.125], [-2.407, -1.210, 1.848], [-3.525, -3.314, 2.586], [5.819, -1.064, -0.255], [0.963, -3.313, 2.663], [3.318, 0.804, 2.436], [3.045, 1.997, -5.997], [-2.574, -3.828, 2.546], [-1.495, 0.733, 0.853], [1.874, -1.290, -4.333], [-0.609, 1.090, -1.738], [1.987, -4.996, 3.514], [-3.060, -2.242, -1.844]], "lowdin_charge": [-1.4094, -0.4042, -0.0737, 0.0674, 0.1081, 0.0755, 0.1048, -0.0750, -0.1145, 0.5314, 0.1076, 1.5271, 0.1092, 0.0837, 0.0612, -0.2049, 0.1220, 0.0974, 0.0927, 0.6620, -0.5191, -0.0805, -0.3616, -0.2845, 0.1045, -0.1441, 0.0873, 0.8372, -0.0778, -0.1583, -0.3457, 0.0020, 0.1028, -0.0798, -0.1376, -0.5310, -0.0732, -0.0793, 0.1077, -0.1184, 0.5272, -0.0768, -0.0180, 0.1024, -0.1167, -0.0662, 1.1372, -0.0664, -0.0523, 0.1141, 0.1044, 0.0443, -0.1698, -0.3608, 0.1065, 0.0609, -0.2060, -0.1122, -0.1783, 0.1183, -0.2683, 0.1068, -0.1321, -0.1752, -0.1430, 0.0989, 0.1080, -0.0311, 0.0128, 0.1056, -0.1797, -0.0186, -0.0764, -0.0263, -0.0589, 0.1057, 0.1023, -0.2583, -0.0944, -0.6457, 0.1041, 0.7531], "orbital_gap_ha": 0.25875, "e_homo_ev": -8.123, "charge": 0}

---

No. 2
{"formula": "C22H18Cl6F32O4", "method": "ωB97M-V/def2-TZVPD", "species": ["C", "C", "F", "F", "H", "C", "F", "F", "F", "Cl", "H", "C", "F", "F", "F", "F", "Cl", "H", "F", "H", "C", "C", "H", "C", "C", "F", "H", "F", "F", "C", "F", "F", "C", "C", "H", "C", "Cl", "F", "O", "C", "F", "O", "F", "F", "Cl", "C", "F", "C", "F", "F", "C", "C", "F", "F", "C", "H", "C", "H", "H", "F", "F", "F", "H", "F", "F", "O", "F", "F", "F", "H", "C", "H", "H", "H", "O", "Cl", "C", "Cl", "H", "H", "C", "H"], "positions_angstrom": [[-1.707, 1.428, 0.362], [-0.770, -8.706, -1.476], [1.398, 1.655, 0.047], [-0.593, 3.323, 1.393], [-1.477, 4.514, -5.319], [-0.638, -3.915, -2.467], [-1.301, -8.737, -3.762], [-2.893, 8.321, 1.761], [0.647, -7.945, -3.353], [-2.908, 1.814, 4.954], [-1.142, 6.287, -1.914], [-4.430, 1.255, 4.207], [-0.005, 0.499, 2.151], [-3.137, 6.433, -0.428], [-0.178, -2.688, -2.301], [-0.060, 8.323, -3.490], [0.491, 3.894, -4.400], [-2.298, 1.442, 1.278], [2.918, -7.460, 4.186], [3.320, -2.664, 4.472], [-1.305, 7.250, -1.429], [-0.072, -4.665, -3.660], [-0.629, -6.467, -4.850], [2.861, -6.593, 5.254], [-0.783, 2.694, 0.256], [5.771, -2.799, 5.068], [7.245, -3.377, 3.106], [0.067, -3.966, -4.889], [-1.199, 9.114, 0.779], [-0.470, -0.418, 1.332], [-1.948, -8.723, -1.026], [1.369, -1.835, 2.172], [2.613, -5.133, 4.952], [-1.172, 3.632, -4.757], [-4.538, 0.196, 4.441], [0.819, -1.296, 1.093], [-5.700, 2.224, 5.009], [-1.992, -3.704, -2.633], [3.828, -4.688, 4.341], [-2.229, 8.324, 0.607], [2.567, -4.351, 6.004], [-0.952, 0.248, 0.111], [-1.885, 7.722, -4.437], [1.574, -4.869, 4.127], [-2.219, 3.524, -3.325], [6.227, -3.620, 2.803], [-1.282, 6.187, 0.585], [-1.811, 9.996, -3.676], [-1.567, 3.547, -0.504], [-1.420, 10.696, -2.666], [-0.650, -8.014, -2.898], [-0.999, -5.887, -4.004], [-0.222, -9.924, -1.340], [-1.450, -1.069, 1.858], [5.326, -2.853, 3.825], [-2.893, 9.892, -3.588], [-1.356, 8.547, -3.521], [-1.925, -5.504, -4.433], [0.296, 2.221, -1.500], [1.179, -5.072, -3.404], [-1.444, 10.650, -4.844], [1.931, -7.080, 6.044], [1.617, -0.643, 0.741], [0.706, -2.282, 0.190], [6.136, -3.267, 1.509], [-1.264, -6.774, -2.874], [5.433, -1.576, 3.554], [6.013, -4.948, 2.845], [1.253, 3.653, -0.591], [-0.339, 7.708, -1.217], [3.870, -3.363, 3.843], [3.410, -3.295, 2.857], [-0.474, -4.291, -1.457], [-2.843, 8.972, -0.018], [-2.007, 8.128, -2.267], [-1.370, 2.344, -5.808], [0.565, 2.544, -0.494], [-4.601, 1.635, 2.452], [3.802, -6.811, 5.759], [-2.384, 1.476, -0.491], [-1.996, 7.022, -0.100], [-0.324, -8.063, -0.717]], "lowdin_charge": [-0.0656, -0.3799, 0.1026, 0.1525, 0.0035, -0.3027, 0.1794, 0.1190, 0.1220, 0.3056, 0.1368, -1.5532, 0.1700, 0.1565, 0.1041, 0.1831, 0.5665, 0.0665, 0.0798, 0.1451, -0.0849, -0.3775, 0.1396, -0.2971, -0.4255, 0.1454, 0.1634, 0.0707, 0.1290, -0.5292, 0.1743, 0.1055, -0.5084, -1.6785, -0.0138, -0.3043, 0.3222, 0.0705, -0.0152, -0.3700, 0.1855, -0.0143, 0.1480, 0.1666, 0.5581, -0.3043, 0.1889, -0.3204, -0.0044, 0.1551, -0.5313, -0.0284, 0.1103, 0.2157, -0.5009, 0.1726, -0.4892, 0.1416, 0.1520, 0.1245, 0.0751, 0.1232, 0.1545, 0.0907, 0.1012, 0.0267, 0.1496, 0.0997, 0.1241, 0.1446, -0.0583, 0.1363, 0.1755, 0.1658, -0.0075, 0.6023, -0.3586, 0.1855, 0.1752, 0.1300, -0.5373, 0.1678], "orbital_gap_ha": [0.06007, 0.30444], "spin_multiplicity": 2, "e_homo_ev": [0.141, -6.514], "charge": -1}

---

No. 3
{"formula": "C21H46NOP3SeTl", "method": "ωB97M-V/def2-TZVPD", "species": ["H", "C", "O", "C", "Se", "H", "C", "H", "P", "H", "H", "H", "C", "C", "C", "H", "H", "H", "H", "H", "H", "H", "H", "H", "H", "H", "H", "C", "H", "H", "H", "Tl", "C", "H", "P", "H", "C", "H", "C", "H", "H", "H", "P", "H", "H", "H", "C", "H", "C", "H", "H", "C", "H", "H", "H", "H", "C", "H", "C", "H", "N", "H", "C", "C", "C", "H", "H", "C", "C", "H", "H", "C", "H", "H"], "positions_angstrom": [[1.363, -3.872, -0.845], [0.718, 1.726, -2.617], [-1.364, 0.585, 2.734], [1.684, -0.302, 3.280], [0.670, 0.840, -0.868], [-3.336, 1.615, 6.255], [-4.010, 2.601, -5.918], [-4.993, 2.750, -5.446], [1.977, -1.483, -1.100], [0.994, 0.549, 3.212], [2.521, -0.058, 3.952], [3.549, 0.161, -1.961], [1.657, 2.732, -2.941], [-1.782, 1.336, 3.632], [1.154, -1.622, -2.740], [-0.881, -0.501, 6.124], [4.173, 0.722, 2.407], [-2.652, -1.041, 1.956], [-3.252, 4.651, -5.780], [-1.091, -0.977, 4.416], [0.601, -3.422, 1.197], [-0.902, -3.701, -1.548], [-0.991, 1.669, -5.587], [2.901, -3.522, -0.004], [4.359, -0.964, -0.820], [-3.413, -2.606, 1.527], [1.129, -1.155, 3.692], [-1.763, -3.461, -0.916], [-2.578, -3.095, -1.551], [-2.089, 2.828, 5.812], [-0.931, 0.557, -3.331], [-2.873, 3.062, -3.636], [-0.376, -3.109, 1.583], [-1.508, 3.468, 3.672], [2.360, -0.680, 1.608], [4.224, -2.265, 1.303], [-0.251, 1.382, -3.569], [-3.508, -1.211, 0.414], [-2.263, 1.770, 6.045], [0.345, 3.707, -5.939], [1.700, -2.361, -3.342], [-2.478, -0.985, 5.538], [-1.356, -2.251, 0.350], [2.412, 3.009, -2.208], [0.109, -1.933, -2.629], [-1.688, 1.490, 6.938], [-3.166, 3.647, -6.230], [2.859, -3.640, -1.785], [1.541, 3.433, -4.142], [2.935, -2.915, 2.360], [1.169, -0.658, -3.258], [-2.244, 2.735, 3.327], [2.221, 4.266, -4.393], [-2.102, -4.393, -0.440], [-2.339, 2.839, 2.247], [-0.667, -1.071, -0.124], [-0.311, 2.023, -4.807], [3.937, -1.518, -2.475], [3.625, -0.883, -1.633], [4.081, -1.694, 2.999], [-1.820, 0.933, 4.936], [4.156, 0.679, 0.612], [0.526, 3.115, -5.043], [2.303, -3.307, -0.897], [3.535, 0.737, 1.511], [-0.223, -2.477, 2.464], [-3.780, 1.568, -6.208], [-1.553, -0.459, 5.259], [-2.873, -1.734, 1.137], [-3.214, 2.946, 3.785], [-0.918, -4.012, 1.893], [3.523, -2.020, 2.111], [2.961, 1.672, 1.480], [-2.434, 3.557, -7.039]], "lowdin_charge": [0.0376, -0.5729, -0.0723, -0.2420, 0.7998, 0.1101, -0.1744, 0.0754, 0.6754, 0.0369, 0.0730, 0.0533, -0.0757, -0.4869, -0.2807, 0.0997, 0.0694, 0.0358, 0.0657, 0.0513, 0.0284, 0.0402, 0.1097, 0.0378, 0.0473, 0.0855, 0.0358, -0.1960, 0.0739, 0.0900, 0.0935, 1.0409, -0.1958, 0.0999, 0.7781, 0.0428, -0.2702, 0.0731, -0.0276, 0.1260, 0.0705, 0.1057, 0.8779, 0.1153, 0.0344, 0.1014, -0.1321, 0.0800, -0.0297, 0.0481, 0.0236, 0.0062, 0.1388, 0.0870, 0.0803, -0.0681, -0.1796, 0.0769, -0.2265, 0.0674, -0.1486, 0.0331, -0.0556, -0.2020, -0.2521, 0.0419, 0.0818, -0.0373, -0.1914, 0.0953, 0.0878, -0.2609, 0.0488, 0.0903], "orbital_gap_ha": 0.20440, "e_homo_ev": -15.627, "charge": 3}

---

No. 4
{"formula": "C43H77F3N3O7Si", "method": "ωB97M-V/def2-TZVPD", "species": ["C", "C", "F", "H", "H", "H", "F", "H", "H", "C", "H", "H", "C", "C", "H", "H", "H", "O", "H", "H", "H", "O", "O", "H", "C", "C", "C", "C", "H", "H", "C", "H", "H", "H", "H", "C", "H", "C", "H", "H", "H", "H", "C", "C", "C", "H", "H", "H", "H", "C", "C", "H", "C", "H", "H", "H", "H", "H", "H", "H", "H", "H", "H", "C", "H", "Si", "H", "H", "H", "C", "O", "C", "H", "H", "H", "C", "H", "H", "H", "H", "H", "H", "H", "C", "H", "H", "C", "C", "C", "O", "C", "C", "H", "H", "H", "H", "H", "H", "H", "H", "H", "C", "F", "H", "H", "C", "O", "C", "N", "C", "C", "H", "C", "H", "N", "O", "H", "C", "C", "H", "H", "H", "H", "C", "C", "H", "H", "C", "H", "C", "N", "C", "C", "C"], "positions_angstrom": [[-0.564, 3.812, -0.574], [-2.202, 11.297, -0.083], [4.619, -1.510, -6.932], [-3.847, 10.344, 0.610], [-2.375, 7.901, -0.079], [0.116, 2.688, -2.249], [2.976, -0.277, -6.293], [-1.828, 7.416, 1.538], [4.270, 0.107, 1.539], [4.286, -0.473, -6.147], [-2.530, -5.030, 0.720], [0.143, 5.440, 0.698], [-1.266, -9.631, -0.479], [-2.455, -9.133, 0.336], [-5.781, 9.515, -2.307], [-2.418, -11.760, 0.882], [-2.285, -8.073, 0.545], [1.325, 3.433, -5.231], [-3.163, 8.552, 1.387], [-2.610, -1.999, 1.641], [-1.358, -10.689, -0.751], [-1.843, -11.990, 3.400], [-5.538, 8.715, -0.450], [-0.616, -11.484, 4.932], [-3.155, -11.847, 2.867], [-4.045, 10.362, -1.405], [5.432, 0.336, -3.965], [-0.145, 4.395, 0.795], [-3.988, 11.111, -2.201], [-3.570, -12.853, 2.753], [-6.260, 8.946, 0.745], [0.567, -0.007, -1.617], [0.881, 2.551, 1.346], [-2.005, 5.288, -1.113], [5.344, -1.242, 1.275], [4.350, -0.859, 1.039], [-0.353, 5.691, -1.659], [-3.115, -11.185, 1.507], [-1.261, -9.071, -1.418], [3.492, -0.881, 3.512], [-1.461, 1.266, -0.904], [2.364, -1.559, 0.952], [-2.211, 8.249, 0.945], [2.895, -1.645, 3.023], [-1.209, 10.140, -0.128], [-6.361, 7.990, 1.256], [-0.492, -2.299, 3.418], [3.135, -2.580, 3.528], [4.428, -1.634, -0.970], [5.124, 0.449, -0.990], [-1.920, -1.552, 0.941], [-1.965, 11.992, -0.894], [0.469, 2.951, -1.247], [1.978, 3.966, 1.187], [5.171, -1.725, -4.642], [1.825, -3.941, 2.345], [3.377, 2.107, -0.270], [3.712, -0.927, -4.176], [0.665, 2.011, -0.728], [1.313, -0.688, 4.071], [-1.283, 5.001, 2.568], [1.531, -10.364, 1.011], [-1.607, -6.047, 1.800], [-0.781, -2.274, 0.553], [-2.472, -4.654, 2.437], [-0.362, -3.996, 1.222], [-3.030, 0.288, 0.706], [-2.342, -11.367, 5.319], [0.981, -2.236, -0.684], [2.770, 2.976, -3.462], [-0.009, -9.379, 0.124], [0.992, 3.624, 1.488], [-4.107, -11.247, 1.051], [-0.205, 10.573, -0.132], [-1.355, 4.448, -2.478], [1.395, -1.382, 3.233], [0.217, -4.654, -1.140], [0.624, -2.872, 4.629], [1.635, -4.571, -0.102], [0.090, -11.364, 0.760], [3.541, -2.821, 1.291], [3.192, -0.385, -0.656], [6.068, 0.126, -1.403], [4.222, -0.687, -0.479], [6.120, -0.144, -3.283], [-3.801, -11.293, 3.553], [-1.881, -5.015, 1.596], [0.592, -4.890, -0.147], [0.802, -3.849, 2.702], [-1.257, 9.291, 1.006], [-1.591, -11.195, 4.542], [4.485, 1.280, -3.270], [-1.901, -9.717, 2.192], [-7.260, 9.335, 0.534], [6.031, 0.936, -4.645], [0.628, -4.728, 3.326], [0.132, -10.143, 2.060], [0.948, -0.874, 2.379], [5.363, 1.084, -0.144], [0.598, -5.963, 0.032], [-1.411, 3.149, -0.384], [0.441, -10.367, 1.035], [4.916, 0.602, -6.631], [-1.470, 3.285, 2.047], [-3.406, 9.515, -1.690], [3.700, 2.135, -4.046], [1.787, 5.144, -3.928], [3.251, -1.800, 1.534], [4.362, 1.306, -1.930], [-5.465, 9.845, -1.314], [1.903, 3.874, -4.302], [-2.039, 11.836, 0.852], [2.627, 2.952, -2.073], [3.794, 2.140, -5.120], [-2.729, -9.783, 1.614], [1.719, 3.697, -1.409], [0.907, 3.796, 2.559], [4.653, -0.777, -4.702], [-1.078, 4.896, -1.526], [-1.567, -10.126, 4.299], [-3.356, -9.189, -0.283], [-5.738, 9.644, 1.409], [-6.148, 10.635, -0.989], [0.544, -2.600, 3.581], [-1.269, 0.282, -0.499], [2.586, 5.461, -3.486], [-1.297, 9.552, -1.049], [-2.154, -0.278, 0.425], [-2.257, 4.538, 1.127], [0.098, -1.692, -0.376], [-3.624, 10.973, -0.151], [3.456, 2.121, -1.345], [-0.131, -0.417, -0.899], [-1.377, 4.322, 1.730]], "lowdin_charge": [-0.3324, -0.1985, 0.1474, 0.0699, 0.0827, 0.1408, 0.1558, 0.0740, 0.1117, -0.6362, 0.0400, 0.1330, -0.2252, -0.1992, 0.1218, 0.1080, 0.0991, 0.1997, 0.0767, 0.1032, 0.1121, -0.1948, -0.1994, 0.0883, -0.2157, -0.2170, -0.0724, -0.3587, 0.1246, 0.1228, -0.1149, 0.0873, 0.0748, 0.0772, 0.1253, -0.1980, 0.0851, -0.2142, 0.1202, 0.1050, 0.0790, 0.0739, -0.0963, -0.1808, -0.2272, 0.0872, 0.0886, 0.1102, 0.1264, -0.0845, -0.0777, 0.1190, -0.1416, 0.0705, 0.1328, 0.0526, 0.1619, 0.1331, 0.0868, 0.1081, 0.0795, 0.0870, 0.0228, -0.2401, 0.0331, 0.5888, 0.1055, 0.0884, 0.0855, 0.0060, -0.1877, -0.0641, 0.1244, 0.1201, 0.0869, -0.2034, 0.0333, 0.1068, 0.0175, 0.0905, 0.1144, 0.1005, 0.1217, -0.1577, 0.1065, 0.1225, -0.1664, -0.1642, -0.2315, -0.1760, -0.1171, -0.1295, 0.0686, 0.0890, 0.1347, 0.0796, 0.0717, 0.0953, 0.1291, 0.0300, 0.1198, -0.0972, 0.1398, 0.0822, 0.1043, 0.1096, 0.1651, -0.2015, 0.0266, -0.2156, -0.4914, 0.1201, -0.2015, 0.1419, -0.0491, -0.0222, 0.0816, -0.0244, -0.0304, 0.0779, 0.1200, 0.0804, 0.1236, -0.2400, -0.0866, 0.1407, 0.1082, -0.0610, 0.0736, -0.1156, -0.0493, 0.0931, -0.0932, -0.0633], "orbital_gap_ha": 0.20788, "e_homo_ev": -9.910, "charge": 1}

---

Which formula does entry 4 have? C43H77F3N3O7Si